1.
C16H13N5RhS5 | ωB97M-V/def2-TZVPD

Geometry as XYZ:
```
40
Properties=species:S:1:pos:R:3:nbo_charge:R:1
Rh 1.2526 0.5950 -1.1934 0.7726
C 4.0513 3.7599 1.8459 -0.7549
S 2.3847 3.3515 2.4015 0.3894
C 1.7221 2.4959 1.0480 -0.0789
S 2.8263 1.6520 -0.0834 0.0076
N 0.4311 2.4945 0.9683 -0.3458
N -0.0063 1.6993 -0.0744 -0.2669
C -1.2301 1.7600 -0.4592 0.1365
C -1.5796 0.9910 -1.6690 0.1275
C -2.8498 0.9901 -2.2062 -0.1833
C -3.0628 0.3174 -3.4091 -0.1259
C -2.0011 -0.3164 -4.0216 -0.2143
C -0.7460 -0.2803 -3.4185 0.0845
N -0.5445 0.3486 -2.2698 -0.4391
H 4.4540 4.3853 2.6402 0.2559
H 4.0206 4.3323 0.9230 0.2374
H 4.6745 2.8762 1.7380 0.2402
H -1.9483 2.3851 0.0595 0.2388
H -3.6514 1.5123 -1.7040 0.2467
H -4.0463 0.3036 -3.8570 0.2472
H -2.1240 -0.8440 -4.9561 0.2509
H 0.1162 -0.7737 -3.8485 0.2378
S 1.2211 -4.8298 1.0901 -0.0152
C 1.3783 -3.5046 0.1627 -0.1441
S 2.5171 -3.4525 -1.1916 0.5102
C 2.1030 -1.8208 -1.4783 -0.1364
N 1.1735 -1.3559 -0.6858 -0.2758
N 0.7665 -2.2835 0.2662 -0.2760
C -0.2043 -1.9067 1.2490 0.1830
C -0.1123 -0.6577 1.8385 -0.2583
C -1.0418 -0.2724 2.7894 -0.1961
C -2.0609 -1.1395 3.1565 -0.1943
C -2.1418 -2.3913 2.5636 -0.1914
C -1.2181 -2.7861 1.6084 -0.2180
S 2.7290 -0.6514 -2.5638 0.0020
H 0.7081 -0.0074 1.5916 0.2130
H -0.9504 0.6986 3.2593 0.2287
H -2.7804 -0.8465 3.9081 0.2290
H -2.9323 -3.0744 2.8424 0.2306
H -1.2975 -3.7531 1.1395 0.2453
```

Summary:
orbital gap (spin up / spin down): 5.6 / 5.6 eV
energy relative to the best compared isomer or geometry (same formula, charge and spin): 56.5 kJ/mol
highest occupied orbital energy (spin up / spin down): -10.970 / -10.970 eV
net charge: +1


2.
C5H7NO | ωB97M-V/def2-TZVPD

Geometry as XYZ:
```
14
Properties=species:S:1:pos:R:3:nbo_charge:R:1
H -3.0103 0.1961 1.1483 0.3565
N -2.0168 0.0830 1.2965 -0.7175
C -1.1891 0.3364 0.3805 0.5737
O -1.3391 0.7397 -0.9148 -0.4980
C -0.0893 0.5914 -1.6249 -0.0632
C 0.9846 0.2518 -0.5928 -0.2487
C 1.1556 1.2767 0.4790 -0.4012
C 0.2261 0.1125 0.7147 -0.3250
H 0.1191 1.5326 -2.1469 0.1884
H -0.1950 -0.1991 -2.3767 0.1886
H 1.8361 -0.3357 -0.9226 0.2357
H 0.7322 2.2698 0.3369 0.2132
H 2.0953 1.2491 1.0265 0.2263
H 0.1438 -0.5025 1.6099 0.2711
```

Summary:
structure (SMILES): [H]/N=C1\OC[C@H]2C[C@@H]12
orbital gap: 10.7 eV
energy relative to the best compared isomer or geometry (same formula, charge and spin): 154.5 kJ/mol
highest occupied orbital energy: -9.665 eV
net charge: 0


3.
C4H5NO4 | ωB97M-V/def2-TZVPD

Geometry as XYZ:
```
14
Properties=species:S:1:pos:R:3:nbo_charge:R:1
O -1.7498 1.9651 -0.5409 -0.5749
C -1.0418 1.1396 0.0141 0.8002
O -0.8537 1.1378 1.3846 -0.7028
C -0.2118 0.2056 -0.9364 -0.3286
C 1.2172 0.2322 -0.6897 -0.4007
C 0.4175 -1.1031 -0.4963 -0.1288
N 0.1041 -1.5084 0.9147 0.4929
O 1.0078 -1.3707 1.7926 -0.3557
O -1.0169 -2.0073 1.1865 -0.3542
H -1.2629 1.9483 1.8391 0.5187
H -0.6472 0.2453 -1.9383 0.2613
H 1.5715 0.8690 0.1879 0.2638
H 1.9948 0.1964 -1.4838 0.2423
H 0.4712 -1.9497 -1.2344 0.2663
```

Summary:
structure (SMILES): O=C(O)[C@H]1C[C@H]1[N+](=O)[O-]
orbital gap: 10.3 eV
energy relative to the best compared isomer or geometry (same formula, charge and spin): 436.9 kJ/mol
highest occupied orbital energy: -10.627 eV
net charge: 0


4.
C4H3CoO2 | ωB97M-V/def2-TZVPD

Geometry as XYZ:
```
10
Properties=species:S:1:pos:R:3:nbo_charge:R:1
C 0.9640 2.0188 0.3168 0.4799
C 0.3375 1.0346 -0.0343 -0.1640
C -0.3506 -0.0628 -0.6104 -0.1211
C -0.0495 -1.3178 -0.2470 0.0522
H -1.7946 -1.0916 -0.7567 0.5285
H 0.4814 -1.6562 0.6518 0.2328
O 1.7644 2.9656 0.7454 -0.5868
H 1.6407 3.7862 0.2519 0.5294
O -1.2555 -2.0689 -0.4184 -0.8509
Co -1.7379 -3.6079 0.1009 0.9000
```

Summary:
multiplicity: 4
orbital gap (spin up / spin down): 7.9 / 6.2 eV
energy relative to the best compared isomer or geometry (same formula, charge and spin): 49.7 kJ/mol
highest occupied orbital energy (spin up / spin down): -12.970 / -12.865 eV
net charge: +1


5.
C6H12O | ωB97M-V/def2-TZVPD

Geometry as XYZ:
```
19
Properties=species:S:1:pos:R:3:nbo_charge:R:1
C -0.0442 1.8584 2.1646 -0.6003
C 0.5386 0.7347 1.1718 -0.4113
C -0.6241 -0.1587 0.5344 -0.3946
C -0.0915 -1.4735 -0.3214 -0.3959
C 0.6909 -1.1301 -1.6143 -0.5355
C -0.2245 -0.5424 -2.6942 0.4644
O -0.1168 0.5234 -3.2619 -0.5201
H -0.4208 2.7055 1.6597 0.2014
H -0.8767 1.6004 2.7581 0.2004
H 0.8449 2.3703 2.8253 0.2003
H 1.1158 1.4171 0.5008 0.2127
H 1.1436 0.0667 1.7451 0.1996
H -1.1741 -0.5913 1.3526 0.2039
H -1.3417 0.4091 -0.1418 0.2072
H 0.4307 -2.2498 0.2729 0.2197
H -1.1339 -1.9819 -0.6034 0.2039
H 1.0872 -2.0808 -2.0964 0.2333
H 1.4576 -0.3326 -1.5813 0.2351
H -1.2611 -1.1445 -2.6704 0.0760
```

Summary:
structure (SMILES): CCCCCC=O
orbital gap: 10.8 eV
energy relative to the best compared isomer or geometry (same formula, charge and spin): 192.4 kJ/mol
highest occupied orbital energy: -9.736 eV
net charge: 0


6.
C22H40AlBBeBrLiN2O22PS3 | ωB97M-V/def2-TZVPD

Geometry as XYZ:
```
95
Properties=species:S:1:pos:R:3:mulliken_charge:R:1
C -0.6489 2.3225 -3.9214 -0.5598
C 0.7912 2.8839 -3.7452 -0.2467
C 1.3826 2.7008 -2.3422 0.5641
O 1.1575 3.5344 -1.4895 -0.5715
O 2.1968 1.6480 -2.1052 -0.2907
C 1.5965 0.3597 -2.2871 -0.1886
C 1.5287 -0.3401 -0.8931 -0.0418
N 0.2037 -0.8932 -0.5987 0.4947
C -0.3024 -1.9974 -1.2179 -0.2705
B 0.3001 -2.8915 -2.3472 0.3438
O -0.2384 -4.1281 -2.6215 -0.5020
O 1.3106 -2.4450 -3.1473 -0.3298
C -1.5373 -2.2189 -0.7311 -0.8552
N -1.7499 -1.2133 0.1710 0.2200
C -3.0437 -1.1524 0.8793 -0.8678
C -0.7002 -0.4078 0.2625 0.7097
C -0.7450 0.7792 1.1744 -0.9965
C 0.5698 1.4437 1.5903 -0.7777
C 1.4987 0.5306 2.3902 -0.8328
S 3.1821 1.1599 2.2587 1.1638
O 3.4218 2.1182 3.2727 -0.6115
O 3.3823 1.6915 0.9435 -0.5755
O 4.1271 -0.1042 2.3907 -0.4457
H -0.6743 1.7014 -4.8122 0.3441
H -1.3698 3.1750 -4.0072 0.2078
H -0.9893 1.7226 -3.0887 0.1356
H 1.5089 2.4832 -4.4596 0.4801
H 0.7470 3.9891 -3.8894 0.1607
H 0.5824 0.4024 -2.6850 0.0967
H 2.1789 -0.2664 -2.9516 0.3451
H 1.9549 0.2783 -0.1187 -0.6199
H 2.1958 -1.1934 -0.9969 0.4750
H 0.0891 -4.8608 -2.0191 0.1890
H 2.1865 -2.7709 -2.8613 0.3710
H -2.2401 -2.9791 -1.0050 0.7458
H -3.3878 -2.1631 1.0683 0.2933
H -2.9960 -0.5548 1.7787 0.3141
H -3.7587 -0.6723 0.2117 0.3363
H -1.2678 0.4854 2.0837 0.4446
H -1.3856 1.5352 0.7161 0.3991
H 1.0381 1.8964 0.7194 0.1162
H 0.3180 2.2877 2.2309 0.6015
H 1.2849 0.4910 3.4533 0.5314
H 1.5343 -0.4695 1.9540 0.3724
H 4.8420 0.0646 1.7507 0.3855
O 4.3357 -1.5414 -5.4088 -0.3647
P 4.1853 -3.0446 -5.2319 0.9544
O 3.9484 -3.3748 -3.7629 -0.4720
O 5.4877 -3.6939 -5.6748 -0.4022
O 3.0292 -3.5612 -6.0822 -0.6480
Li 2.9079 -5.2819 -7.2614 0.9350
O -3.2275 2.2082 -2.2936 -0.6141
H -4.0749 2.5344 -2.6205 0.2993
H -3.1488 2.6065 -1.4199 0.3165
Be -0.7241 4.8644 -4.5373 0.6684
C -2.2843 -6.2404 4.4970 -0.9454
S -2.6126 -5.4042 2.9369 0.7700
O -3.8225 -4.5458 3.1232 -0.6505
C -3.1263 -6.8758 2.0499 -1.1030
H -1.9855 -5.5152 5.2444 0.2264
H -3.1937 -6.7452 4.8244 0.3568
H -1.4808 -6.9599 4.3512 0.3856
H -3.9763 -7.3307 2.5581 0.4216
H -2.2911 -7.5748 2.0013 0.3878
H -3.4147 -6.5835 1.0428 0.3298
C 1.2099 8.5374 -5.3815 -1.0623
C 1.5403 9.8467 -5.3642 0.4040
C 0.6979 10.8790 -6.0691 0.8784
O 1.0358 12.0379 -6.0001 -0.5351
C -0.4771 10.4174 -6.7985 -0.8454
C -0.7908 9.1173 -6.8119 0.3555
C 0.0393 8.1037 -6.0838 1.1643
O -0.3241 6.9173 -6.1258 -0.6929
O -1.8551 8.6532 -7.4702 -0.5437
O 2.5999 10.2927 -4.7398 -0.5145
H 1.8044 7.7873 -4.8787 0.3747
H -1.0682 11.1594 -7.3168 0.4521
H -1.8717 7.6912 -7.3354 0.3189
H 2.6157 11.2645 -4.8758 0.3809
Br -0.7949 -5.6975 -0.4279 -0.2114
C 0.2759 -3.6479 8.6245 -0.1254
C 0.4527 -4.7031 9.7036 -0.3153
O 0.2273 -5.9287 9.0275 -0.3246
S 0.7315 -5.8270 7.5030 1.0048
O 2.0240 -6.3711 7.4169 -0.5010
O -0.3276 -6.2291 6.6557 -0.4107
O 0.8466 -4.1971 7.4563 -0.3234
H -0.8053 -3.4630 8.4241 0.1201
H 0.7696 -2.7051 8.8782 0.3499
H -0.2504 -4.5947 10.5328 0.3106
H 1.4709 -4.6989 10.0969 0.3205
Al -1.7857 -2.2837 9.8843 0.8194
O -4.0051 -2.7725 7.7379 -0.6008
H -4.4617 -3.4851 7.2729 0.3216
H -4.1303 -2.0034 7.1709 0.3217
```

Summary:
orbital gap: 1.3 eV
highest occupied orbital energy: -13.117 eV
net charge: +3


> Look up the net charge of the fifth one.

0


> Among the records above, which one has the highest net charge?

C22H40AlBBeBrLiN2O22PS3